(1)
{
  "formula": "C28H73N15O9",
  "method": "the ωB97M-V functional and the def2-TZVPD basis",
  "smiles": "CC1(C)CCCC(C)(C)N1O.CC1(C)CCCC(C)(C)N1O.COC[C@H](C)N.NC(N)=O.NC(N)=O.NC(N)=O.NC(N)=O.NC(N)=O.NC(N)=O",
  "homo_ev": -8.006,
  "gap_ev": 7.9,
  "e_lumo_ev": -0.10,
  "e_tot_ha": -2609.27980,
  "relative_energy_kcal_mol": 11.5,
  "elements": ["C", "C", "C", "C", "C", "C", "N", "O", "C", "C", "C", "H", "H", "H", "H", "H", "H", "H", "H", "H", "H", "H", "H", "H", "H", "H", "H", "H", "H", "H", "C", "C", "C", "C", "C", "C", "N", "O", "C", "C", "C", "H", "H", "H", "H", "H", "H", "H", "H", "H", "H", "H", "H", "H", "H", "H", "H", "H", "H", "H", "C", "C", "C", "O", "C", "N", "H", "H", "H", "H", "H", "H", "H", "H", "H", "H", "H", "C", "O", "N", "N", "H", "H", "H", "H", "C", "O", "N", "N", "H", "H", "H", "H", "C", "O", "N", "N", "H", "H", "H", "H", "C", "O", "N", "N", "H", "H", "H", "H", "C", "O", "N", "N", "H", "H", "H", "H", "C", "O", "N", "N", "H", "H", "H", "H"],
  "coordinates": [[-1.730, 0.915, 3.096], [-0.405, 0.112, 2.978], [-0.664, -1.367, 3.263], [-1.352, -2.020, 2.049], [-0.626, -1.772, 0.724], [-0.248, -0.308, 0.502], [0.327, 0.245, 1.745], [0.854, 1.544, 1.561], [0.877, -0.226, -0.549], [-1.451, 0.463, -0.040], [0.460, 0.613, 4.165], [-1.920, 1.232, 4.119], [-2.571, 0.393, 2.647], [-1.535, 1.836, 2.531], [0.266, -1.903, 3.466], [-1.382, -1.502, 4.074], [-2.370, -1.624, 1.992], [-1.430, -3.092, 2.246], [-1.311, -2.085, -0.067], [0.243, -2.433, 0.717], [1.016, 0.817, -0.836], [1.803, -0.615, -0.130], [0.611, -0.763, -1.462], [-1.573, 0.204, -1.100], [-2.412, 0.128, 0.353], [-1.341, 1.542, 0.028], [0.507, 1.703, 4.093], [1.485, 0.236, 4.193], [-0.073, 0.336, 5.070], [1.713, 1.430, 1.993], [0.469, -1.009, -4.488], [-0.407, 0.103, -5.067], [0.565, 1.173, -5.602], [-0.003, 2.118, -6.670], [-0.734, 1.325, -7.740], [-1.791, 0.378, -7.184], [-1.226, -0.463, -6.135], [-2.246, -1.299, -5.607], [-3.077, 1.098, -6.765], [-2.117, -0.575, -8.348], [-1.231, 0.746, -3.936], [-0.099, -1.890, -4.167], [1.124, -0.650, -3.697], [1.085, -1.447, -5.283], [1.000, 1.757, -4.794], [1.366, 0.601, -6.091], [0.846, 2.673, -7.068], [-0.687, 2.797, -6.150], [-0.010, 0.839, -8.397], [-1.220, 2.062, -8.388], [-2.974, 2.153, -6.497], [-3.842, 1.042, -7.542], [-3.526, 0.609, -5.898], [-2.731, -1.422, -8.038], [-2.562, -0.050, -9.194], [-1.207, -1.050, -8.729], [-0.696, 1.361, -3.212], [-1.846, -0.007, -3.438], [-1.965, 1.436, -4.368], [-1.756, -2.067, -5.297], [6.150, 2.141, 3.236], [5.856, 3.624, 2.993], [4.574, 3.732, 2.184], [4.806, 3.335, 0.854], [3.628, 3.373, 0.040], [5.640, 4.212, 4.336], [7.060, 2.070, 3.836], [6.158, 1.542, 2.326], [5.380, 1.663, 3.852], [6.710, 4.097, 2.519], [4.328, 4.814, 2.151], [3.749, 3.229, 2.701], [2.739, 3.577, 0.637], [3.579, 2.393, -0.432], [3.765, 4.163, -0.699], [5.260, 3.510, 4.962], [4.879, 4.889, 4.292], [5.110, -3.252, -1.489], [5.209, -4.472, -1.448], [4.364, -2.586, -0.548], [5.826, -2.474, -2.351], [3.779, -3.140, 0.042], [4.325, -1.585, -0.556], [5.580, -1.523, -2.552], [6.534, -2.908, -2.912], [-4.889, 0.298, -2.619], [-5.055, 0.097, -3.806], [-5.195, 1.524, -2.053], [-4.459, -0.608, -1.672], [-5.572, 2.203, -2.687], [-4.814, 1.751, -1.137], [-4.248, -1.529, -2.005], [-4.163, -0.222, -0.794], [-4.816, 2.495, 1.325], [-4.132, 1.897, 0.498], [-4.272, 3.331, 2.250], [-6.180, 2.483, 1.260], [-4.881, 3.844, 2.860], [-3.278, 3.271, 2.369], [-6.625, 1.879, 0.589], [-6.778, 2.742, 2.026], [-4.142, -4.729, 3.112], [-3.899, -4.993, 4.283], [-4.102, -5.649, 2.098], [-4.465, -3.436, 2.741], [-4.274, -5.326, 1.166], [-3.669, -6.518, 2.348], [-4.278, -2.727, 3.422], [-4.887, -3.240, 1.854], [0.981, -1.508, 8.287], [1.713, -0.715, 8.836], [0.264, -2.486, 8.931], [0.698, -1.457, 6.933], [0.341, -2.664, 9.914], [-0.458, -2.991, 8.450], [0.169, -2.224, 6.557], [1.121, -0.816, 6.293], [3.662, -1.363, 2.651], [3.661, -0.159, 2.851], [4.699, -2.192, 2.977], [2.607, -1.959, 1.975], [5.516, -1.723, 3.325], [4.625, -3.191, 2.994], [1.867, -1.267, 1.919], [2.351, -2.925, 2.080]],
  "mulliken_charge": [-1.78, 2.25, -1.40, -0.40, -1.15, 1.69, 1.90, -0.75, -1.99, -0.49, -2.48, 0.43, 0.28, 0.15, 0.44, 0.44, -0.10, 0.37, 0.46, 0.53, 0.45, -0.04, 0.40, -0.11, -0.34, 0.27, 0.36, -0.01, 0.80, 0.17, -2.02, 1.66, -1.37, -0.71, -1.43, 1.83, 0.18, -0.50, -1.74, -1.94, -1.55, 0.47, 0.36, 0.47, 0.42, 0.45, 0.45, 0.29, 0.43, 0.41, 0.31, 0.42, 0.42, 0.38, 0.44, 0.46, 0.46, 0.25, 0.30, 0.40, -1.29, 0.46, -0.54, -0.36, -0.58, -0.72, 0.37, 0.34, 0.18, 0.30, 0.30, 0.26, 0.28, 0.12, 0.35, 0.29, 0.27, 0.58, -0.66, -0.13, -0.37, 0.08, 0.05, 0.19, 0.21, 0.40, -0.65, -0.27, -0.20, 0.18, 0.38, 0.21, 0.10, 0.66, -0.71, -0.42, -0.46, 0.17, 0.26, 0.22, 0.20, 0.71, -0.64, -0.45, -0.37, 0.18, 0.22, 0.18, 0.17, 0.54, -0.61, -0.37, -0.21, 0.21, 0.16, 0.12, 0.15, 0.12, -0.51, -0.38, 0.01, 0.26, 0.17, -0.44, 0.36]
}

(2)
{
  "formula": "C20H26N2O2",
  "method": "the ωB97M-V functional and the def2-TZVPD basis",
  "smiles": "Cc1ccc(OC[C@H](O)CN2CCN(c3ccccc3)CC2)cc1",
  "homo_ev": -7.495,
  "gap_ev": 8.1,
  "e_lumo_ev": 0.63,
  "e_tot_ha": -1037.67542,
  "relative_energy_kcal_mol": 51.6,
  "elements": ["C", "C", "C", "C", "C", "C", "C", "H", "H", "O", "C", "C", "O", "H", "C", "N", "C", "C", "N", "C", "C", "C", "C", "C", "C", "H", "H", "H", "H", "H", "C", "C", "H", "H", "H", "H", "H", "H", "H", "H", "H", "H", "H", "H", "H", "H", "H", "H", "H", "H"],
  "coordinates": [[1.297, -4.996, 1.863], [0.161, -4.088, 1.501], [-0.184, -3.887, 0.167], [-1.226, -3.056, -0.179], [-1.962, -2.391, 0.804], [-1.630, -2.592, 2.137], [-0.579, -3.432, 2.471], [-0.337, -3.573, 3.514], [-2.178, -2.108, 2.931], [-2.979, -1.603, 0.341], [-3.648, -0.736, 1.222], [-2.794, 0.483, 1.632], [-3.553, 1.350, 2.447], [-3.763, 0.912, 3.279], [-2.334, 1.282, 0.402], [-0.932, 1.642, 0.500], [-0.608, 2.870, -0.203], [0.855, 3.223, 0.084], [1.757, 2.175, -0.340], [2.256, 2.144, -1.635], [3.243, 1.209, -1.977], [3.808, 1.191, -3.235], [3.422, 2.110, -4.198], [2.462, 3.050, -3.872], [1.884, 3.069, -2.616], [1.128, 3.811, -2.415], [2.147, 3.777, -4.607], [3.866, 2.094, -5.181], [4.566, 0.456, -3.464], [3.589, 0.499, -1.242], [1.404, 0.942, 0.331], [-0.057, 0.573, 0.052], [-0.306, -0.345, 0.586], [-0.179, 0.383, -1.032], [2.046, 0.125, 0.009], [1.535, 1.091, 1.408], [1.131, 4.169, -0.381], [0.973, 3.328, 1.167], [-1.256, 3.666, 0.170], [-0.760, 2.768, -1.292], [-2.934, 2.194, 0.382], [-2.542, 0.705, -0.513], [-1.901, 0.141, 2.175], [-4.005, -1.268, 2.115], [-4.520, -0.379, 0.666], [-1.496, -2.898, -1.212], [0.375, -4.390, -0.608], [1.486, -4.975, 2.933], [1.069, -6.021, 1.572], [2.205, -4.697, 1.341]],
  "nbo_charge": [-0.62, -0.05, -0.19, -0.26, 0.37, -0.33, -0.18, 0.21, 0.21, -0.52, -0.09, 0.06, -0.71, 0.47, -0.24, -0.45, -0.23, -0.22, -0.46, 0.27, -0.29, -0.19, -0.26, -0.17, -0.31, 0.21, 0.21, 0.21, 0.21, 0.21, -0.20, -0.25, 0.21, 0.17, 0.21, 0.20, 0.21, 0.20, 0.21, 0.17, 0.22, 0.18, 0.17, 0.17, 0.20, 0.22, 0.21, 0.21, 0.22, 0.22]
}

(3)
{
  "formula": "C13H35ClN15O6",
  "method": "the ωB97M-V functional and the def2-TZVPD basis",
  "homo_ev": -11.630,
  "gap_ev": 9.3,
  "total_charge": 1,
  "e_lumo_ev": -2.35,
  "e_tot_ha": -2249.24500,
  "elements": ["C", "N", "C", "N", "O", "N", "C", "C", "C", "N", "N", "C", "C", "C", "Cl", "H", "H", "H", "H", "H", "H", "H", "H", "H", "H", "H", "H", "H", "H", "H", "C", "O", "N", "N", "H", "H", "H", "H", "C", "O", "N", "N", "H", "H", "H", "H", "C", "O", "N", "N", "H", "H", "H", "H", "C", "O", "N", "N", "H", "H", "H", "H", "C", "O", "N", "N", "H", "H", "H", "H"],
  "coordinates": [[2.568, -1.660, 2.659], [1.130, -1.590, 2.466], [0.337, -0.587, 2.047], [0.720, 0.618, 1.675], [2.039, 1.017, 1.691], [-0.967, -0.916, 2.038], [-0.979, -2.180, 2.469], [-2.286, -2.879, 2.616], [-3.253, -2.071, 3.481], [-3.565, -2.361, 4.666], [0.252, -2.624, 2.710], [0.632, -3.952, 3.181], [1.422, -4.764, 2.105], [0.579, -5.765, 1.316], [-0.684, -4.901, 0.388], [2.814, -1.453, 3.702], [3.082, -0.946, 2.025], [2.960, -2.646, 2.423], [0.008, 1.266, 1.371], [2.090, 1.854, 1.187], [-2.211, -3.885, 3.022], [-2.726, -2.941, 1.618], [-3.720, -1.186, 3.052], [-3.081, -3.214, 4.961], [-0.266, -4.508, 3.423], [1.273, -3.862, 4.056], [2.255, -5.286, 2.580], [1.864, -4.077, 1.380], [0.165, -6.512, 1.990], [1.224, -6.235, 0.580], [-0.609, 1.809, -1.835], [0.423, 2.419, -1.593], [-1.581, 2.305, -2.650], [-0.876, 0.575, -1.307], [-2.434, 1.819, -2.855], [-1.430, 3.209, -3.059], [-0.178, 0.169, -0.713], [-1.718, 0.062, -1.491], [-2.262, 5.599, -0.394], [-3.018, 5.608, -1.352], [-1.105, 4.873, -0.395], [-2.514, 6.308, 0.746], [-0.460, 4.842, 0.370], [-0.901, 4.345, -1.221], [-3.357, 6.851, 0.772], [-1.904, 6.317, 1.541], [4.606, 2.713, -0.469], [3.661, 2.342, 0.225], [4.420, 3.230, -1.699], [5.898, 2.628, -0.035], [5.162, 3.549, -2.291], [3.473, 3.315, -2.034], [6.055, 2.253, 0.881], [6.684, 2.926, -0.581], [-4.443, -5.399, -2.125], [-5.628, -5.478, -2.374], [-3.941, -5.599, -0.865], [-3.506, -5.103, -3.080], [-2.967, -5.531, -0.638], [-4.599, -5.825, -0.142], [-3.838, -4.956, -4.015], [-2.523, -5.042, -2.896], [1.892, 4.961, -4.175], [2.894, 4.547, -3.612], [0.808, 4.169, -4.427], [1.777, 6.251, -4.594], [-0.020, 4.497, -4.888], [0.859, 3.210, -4.132], [2.555, 6.861, -4.423], [0.966, 6.616, -5.057]],
  "nbo_charge": [-0.44, -0.19, 0.54, -0.28, -0.53, -0.50, 0.49, -0.54, 0.14, -0.54, -0.17, -0.23, -0.43, -0.36, -0.09, 0.22, 0.28, 0.22, 0.42, 0.54, 0.23, 0.27, 0.19, 0.32, 0.24, 0.23, 0.24, 0.22, 0.22, 0.24, 0.77, -0.69, -0.84, -0.85, 0.40, 0.41, 0.40, 0.40, 0.77, -0.67, -0.85, -0.85, 0.39, 0.41, 0.41, 0.39, 0.79, -0.76, -0.82, -0.84, 0.40, 0.44, 0.40, 0.40, 0.77, -0.64, -0.86, -0.86, 0.38, 0.41, 0.41, 0.38, 0.79, -0.70, -0.85, -0.84, 0.39, 0.41, 0.41, 0.39]
}

(4)
{
  "formula": "C7H6O",
  "method": "the ωB97M-V functional and the def2-TZVPD basis",
  "smiles": "O=c1cccccc1",
  "homo_ev": -8.702,
  "gap_ev": 8.0,
  "e_lumo_ev": -0.72,
  "e_tot_ha": -345.41734,
  "relative_energy_kcal_mol": 67.7,
  "elements": ["C", "C", "C", "C", "C", "C", "C", "H", "H", "H", "H", "H", "H", "O"],
  "coordinates": [[-1.554, -0.173, -0.056], [-1.023, 1.234, -0.043], [0.116, 1.620, -0.183], [1.372, 0.806, -0.130], [1.440, -0.633, 0.123], [0.466, -1.667, 0.009], [-0.834, -1.374, -0.313], [-1.731, 1.844, 0.266], [0.129, 2.691, 0.151], [2.263, 1.496, -0.205], [2.494, -0.954, 0.660], [1.029, -2.486, 0.086], [-1.435, -2.252, -0.509], [-2.733, -0.151, 0.143]],
  "nbo_charge": [0.45, -0.21, -0.21, -0.16, -0.22, -0.17, -0.24, 0.21, 0.22, 0.22, 0.22, 0.22, 0.23, -0.55]
}

(5)
{
  "formula": "C6H22O5",
  "method": "the ωB97M-V functional and the def2-TZVPD basis",
  "homo_ev": [-12.954, -12.950],
  "s2": 0.75,
  "gap_ev": [10.1, 3.4],
  "total_charge": 1,
  "e_lumo_ev": [-2.82, -9.57],
  "e_tot_ha": -617.59854,
  "relative_energy_kcal_mol": 26.6,
  "spin_multiplicity": 2,
  "elements": ["C", "C", "O", "H", "H", "H", "H", "H", "H", "C", "C", "O", "H", "H", "H", "H", "H", "H", "C", "C", "O", "H", "H", "H", "H", "H", "H", "O", "H", "H", "O", "H", "H"],
  "coordinates": [[0.267, -3.415, 1.459], [1.360, -3.060, 0.500], [2.419, -2.567, 1.274], [-0.044, -2.604, 2.118], [0.609, -4.132, 2.206], [-0.595, -3.737, 0.875], [0.981, -2.345, -0.230], [1.661, -3.921, -0.097], [3.116, -2.234, 0.703], [-2.723, -1.157, 0.369], [-1.878, -0.203, 1.096], [-2.431, 1.005, 1.558], [-3.525, -1.511, 1.017], [-2.207, -2.079, 0.105], [-3.225, -0.751, -0.510], [-1.008, 0.099, 0.512], [-1.477, -0.736, 1.958], [-2.895, 0.736, 2.354], [0.408, 3.117, -2.219], [-0.147, 1.914, -2.970], [-0.425, 0.895, -2.033], [0.617, 4.001, -2.821], [1.332, 2.884, -1.690], [-0.208, 3.518, -1.414], [0.543, 1.533, -3.723], [-1.089, 2.235, -3.416], [0.343, 0.687, -1.496], [1.694, 2.737, 1.459], [2.104, 3.555, 1.176], [0.856, 3.007, 1.835], [1.717, 0.766, -0.342], [2.187, 0.173, 0.245], [1.665, 1.590, 0.141]],
  "nbo_charge": [-0.63, -0.06, -0.72, 0.21, 0.23, 0.21, 0.13, 0.17, 0.46, -0.65, -0.06, -0.71, 0.22, 0.22, 0.21, 0.14, 0.17, 0.47, -0.64, -0.13, -0.13, 0.28, 0.24, 0.25, 0.30, 0.24, 0.53, -0.95, 0.49, 0.50, -1.01, 0.51, 0.51]
}

(6)
{
  "formula": "C5H5ClN4",
  "method": "the ωB97M-V functional and the def2-TZVPD basis",
  "homo_ev": [-5.460, -9.299],
  "s2": 2.05,
  "gap_ev": [5.8, 6.3],
  "e_lumo_ev": [0.38, -2.97],
  "e_tot_ha": -872.38634,
  "relative_energy_kcal_mol": 79.5,
  "spin_multiplicity": 3,
  "elements": ["C", "C", "C", "C", "C", "N", "N", "N", "N", "Cl", "H", "H", "H", "H", "H"],
  "coordinates": [[-0.358, 0.710, 0.199], [0.329, -0.052, 1.111], [-0.666, 1.476, -0.926], [-1.061, 2.750, -0.699], [0.919, -1.425, 0.838], [0.512, 0.520, 2.325], [0.020, 1.731, 2.431], [-0.611, 2.135, 1.385], [-0.840, 3.176, 0.609], [-0.984, 4.723, 1.268], [-0.921, 0.829, -1.820], [-1.262, 3.458, -1.577], [0.451, -1.901, 0.034], [1.981, -1.457, 0.534], [1.074, -1.952, 1.753]],
  "nbo_charge": [0.02, 0.16, -0.22, -0.07, -0.65, -0.26, 0.06, -0.05, -0.13, -0.08, 0.25, 0.25, 0.23, 0.24, 0.25]
}